19
Properties=species:S:1:pos:R:3 method="wB97M-V/def2-TZVPD" spin_multiplicity=1 e_above_lowest_kj_mol=1037.9 charge=-2 e_lumo_ev=-1.353 energy_ev=-54454.8776
C 0.39 -0.64 -1.03
H 1.59 0.48 -2.96
F 0.95 3.08 -0.93
C -0.77 -1.13 -0.15
H -1.30 -0.25 0.22
H -1.48 -1.76 -0.67
Cl -5.38 -1.52 4.88
Cl -1.53 2.78 4.13
C 0.85 1.17 -2.55
Be -0.95 -1.52 5.24
H -0.39 -1.75 0.66
F 2.28 1.53 -0.73
H 1.23 -0.40 -0.38
Cl -0.41 -5.97 5.28
O 0.06 1.67 -3.60
C 1.67 2.17 -1.67
O -0.14 0.48 -1.72
H 0.79 -1.29 -1.80
F 2.54 2.87 -2.22